Formula: C13H20ClN4
Source: the OMol25 dataset
Level of theory: ωB97M-V/def2-TZVPD

Last columns: bonded neighbours and bond lengths (Å).
Element x y z (Å)
1 Cl 1.138 2.302 0.349  C9 1.789
2 N 4.017 -1.130 1.958  C8 1.451, C16 1.348, H29 1.016
3 N 2.003 0.065 2.427  C7 1.314, C16 1.347
4 N 2.972 -1.634 3.817  C16 1.345, C17 1.453, H36 1.016
5 N 1.277 0.215 -1.332  C9 1.423, C14 1.426, C18 1.428
6 C -0.250 2.372 4.165  C12 1.389, C15 1.417, H23 1.093
7 C 1.522 0.843 3.371  N3 1.314, C15 1.439, H19 1.104
8 C 4.932 -2.037 2.626  N2 1.451, C17 1.525, H34 1.091, H35 1.096
9 C 1.344 0.550 0.050  Cl1 1.789, N5 1.423, H21 1.091, H25 1.100
10 C -0.850 0.164 3.296  C13 1.393, C15 1.410, H38 1.093
11 C -2.530 1.585 4.305  C12 1.405, C13 1.400, H32 1.088
12 C -1.571 2.587 4.533  C6 1.389, C11 1.405, H22 1.091
13 C -2.170 0.383 3.684  C10 1.393, C11 1.400, H27 1.091
14 C 1.922 -0.984 -1.757  N5 1.426, H28 1.104, H31 1.103, H37 1.097
15 C 0.128 1.142 3.570  C6 1.417, C7 1.439, C10 1.410
16 C 2.948 -0.846 2.727  N2 1.348, N3 1.347, N4 1.345
17 C 4.125 -2.518 3.827  N4 1.453, C8 1.525, H26 1.095, H33 1.094
18 C 0.410 0.909 -2.230  N5 1.428, H20 1.097, H24 1.103, H30 1.098
19 H 2.215 1.321 4.085  C7 1.104
20 H 0.299 0.294 -3.132  C18 1.097
21 H 2.340 0.264 0.390  C9 1.091
22 H -1.859 3.527 5.007  C12 1.091
23 H 0.530 3.117 4.342  C6 1.093
24 H 0.828 1.884 -2.527  C18 1.103
25 H 0.586 0.005 0.630  C9 1.100
26 H 3.817 -3.559 3.688  C17 1.095
27 H -2.909 -0.401 3.511  C13 1.091
28 H 3.019 -0.874 -1.704  C14 1.104
29 H 4.256 -0.555 1.154  N2 1.016
30 H -0.573 1.093 -1.775  C18 1.098
31 H 1.649 -1.834 -1.109  C14 1.103
32 H -3.558 1.740 4.628  C11 1.088
33 H 4.686 -2.422 4.762  C17 1.094
34 H 5.222 -2.848 1.956  C8 1.091
35 H 5.832 -1.498 2.946  C8 1.096
36 H 2.243 -1.595 4.524  N4 1.016
37 H 1.633 -1.196 -2.794  C14 1.097
38 H -0.528 -0.770 2.829  C10 1.093

Computed properties:
HOMO: -0.3814 Eh
total charge: +1
E_LUMO: -4.29 eV
E: -32280.8625 eV
orbital gap: 6.1 eV

Formula: C2H2BrF
Source: the OMol25 dataset
Level of theory: ωB97M-V/def2-TZVPD

Last columns: bonded neighbours and bond lengths (Å).
Element x y z (Å)
1 Br -3.622 -0.344 -0.073  C3 1.836
2 F -2.547 2.162 -0.005  C3 1.306
3 C -2.262 0.887 -0.004  Br1 1.836, F2 1.306
4 C -0.306 0.110 0.049  H5 1.061, H6 1.052
5 H 0.360 0.934 -0.001  C4 1.061
6 H -0.320 -0.933 -0.089  C4 1.052

Computed properties:
HOMO (spin up / spin down): -0.3519 / -0.2882 Eh
energy above the lowest of the compared OMol25 structures with the same formula, charge and spin: 490.69 kJ/mol
E_LUMO (spin up / spin down): 0.35 / -0.25 eV
E: -74860.0686 eV
orbital gap (spin up / spin down): 9.9 / 7.6 eV

Formula: C8H36O12
Source: the OMol25 dataset
Level of theory: ωB97M-V/def2-TZVPD

Last columns: bonded neighbours and bond lengths (Å).
Element x y z (Å)
1 O 0.658 -4.068 0.683  H30 0.977, H53 0.992
2 O 0.556 -4.791 -1.901  H36 0.986, H48 0.959
3 O 2.854 -2.476 1.000  H33 0.950, H54 0.964
4 O -0.516 4.759 1.633  H24 0.945, H28 0.967
5 O 3.758 1.857 0.743  H29 0.971, H39 0.977
6 O -2.150 1.866 -2.698  H50 0.956, H56 0.971
7 O 1.983 3.674 2.702  H35 0.949, H43 0.967
8 O 4.464 -0.580 -0.100  H25 0.963, H37 0.990
9 O -2.032 4.428 -0.873  H22 0.972, H51 0.968
10 O -1.628 -3.429 -1.362  H23 1.013, H26 0.969
11 O -1.812 -0.871 -1.990  H21 0.974, H40 0.983
12 O -1.147 -2.377 -4.540  H44 0.962, H52 0.972
13 C 0.238 2.253 -0.265  C19 1.318, H41 1.090, H46 1.096
14 C -0.636 0.181 0.926  C16 1.525, C19 1.498, C20 1.318
15 C -2.807 -0.670 1.720  C17 1.341, C20 1.471, H49 1.099
16 C 0.209 -0.313 2.095  C14 1.525, H32 1.103, H34 1.052, H47 1.128
17 C -3.677 -0.004 2.494  C15 1.341, H38 1.082, H42 1.100
18 C 1.040 0.003 -0.982  C19 1.585, H27 1.083, H45 1.049, H55 1.128
19 C 0.096 0.950 -0.130  C13 1.318, C14 1.498, C18 1.585
20 C -1.936 0.037 0.770  C14 1.318, C15 1.471, H31 1.062
21 H -2.692 -1.085 -1.631  O11 0.974
22 H -2.329 3.567 -1.212  O9 0.972
23 H -0.849 -4.058 -1.512  O10 1.013
24 H -0.890 4.950 0.787  O4 0.945
25 H 5.425 -0.603 -0.137  O8 0.963
26 H -2.121 -3.790 -0.610  O10 0.969
27 H 1.637 -0.574 -0.288  C18 1.083
28 H -1.304 4.639 2.180  O4 0.967
29 H 3.650 2.479 0.006  O5 0.971
30 H 0.563 -4.650 1.461  O1 0.977
31 H -2.578 0.324 -0.026  C20 1.062
32 H -0.438 -0.246 2.985  C16 1.103
33 H 2.296 -2.018 1.618  O3 0.950
34 H 0.486 -1.290 1.824  C16 1.052
35 H 1.661 3.385 3.547  O7 0.949
36 H 0.796 -4.519 -0.984  O2 0.986
37 H 4.090 0.300 0.159  O8 0.990
38 H -3.646 1.069 2.633  C17 1.082
39 H 3.408 2.403 1.475  O5 0.977
40 H -1.426 -1.649 -1.530  O11 0.983
41 H 0.760 2.693 -1.114  C13 1.090
42 H -4.312 -0.605 3.161  C17 1.100
43 H 1.304 4.019 2.105  O7 0.967
44 H -0.576 -1.634 -4.327  O12 0.962
45 H 0.505 -0.638 -1.617  C18 1.049
46 H -0.328 2.910 0.405  C13 1.096
47 H 1.145 0.211 2.444  C16 1.128
48 H 1.219 -4.303 -2.393  O2 0.959
49 H -2.519 -1.711 1.920  C15 1.099
50 H -2.409 1.498 -3.542  O6 0.956
51 H -1.415 4.728 -1.555  O9 0.968
52 H -1.540 -2.451 -3.654  O12 0.972
53 H 1.471 -3.537 0.885  O1 0.992
54 H 3.449 -1.854 0.566  O3 0.964
55 H 1.752 0.521 -1.687  C18 1.128
56 H -1.757 1.089 -2.270  O6 0.971

Computed properties:
HOMO: -0.3356 Eh
energy above the lowest of the compared OMol25 structures with the same formula, charge and spin: 236.96 kJ/mol
E_LUMO: 0.25 eV
E: -33448.6611 eV
orbital gap: 9.4 eV

Which value of E does entry 2 give?
-74860.0686 eV